Entry 1:
Below is a molecular structure, C5H17N2O3, with properties calculated with ωB97M-V with the def2-TZVPD basis set.

Properties
ΔE to the lowest compared entry with this formula, charge and spin, kJ/mol: 0.0
HOMO level (spin up / spin down), hartree: -0.309 / -0.306
Spin multiplicity: 2
LUMO (spin up / spin down), eV: 0.70 / -3.20
Kohn-Sham gap (spin up / spin down), eV: 9.1 / 5.1
<S²>: 0.757
Electronic energy, eV: -14580.2983

The geometry in XYZ format:
```
27
Properties=species:S:1:pos:R:3:forces:R:3
N -1.602 -1.422 -0.657 -0.1152 -0.5585 0.2426
C -0.714 -0.505 0.017 -0.1248 -0.7259 0.5807
C 0.521 -1.260 0.512 -0.2091 0.2784 0.1880
C 1.447 -1.590 -0.691 0.0714 -0.2482 -0.4529
O 0.720 -1.779 -1.849 0.2458 -1.4895 1.0432
C -1.420 0.263 1.149 -0.2938 0.3745 -0.1012
N -0.886 1.590 1.392 0.5939 -0.2178 -0.1023
C 0.176 1.682 2.391 -0.1088 0.1557 -0.0192
H -1.222 -1.691 -1.553 -0.0942 -0.0379 -0.4736
H -1.765 -2.283 -0.126 -0.0101 0.4147 -0.1101
H -0.398 0.202 -0.724 -0.0679 0.3490 -0.0136
H 0.247 -2.192 1.011 -0.1623 -0.0353 -0.1048
H 1.046 -0.668 1.245 0.4532 0.2001 0.1456
H 1.969 -2.513 -0.479 0.3308 -0.2537 0.2278
H 2.169 -0.773 -0.834 -0.2229 0.1187 0.0268
H -2.458 0.372 0.876 -0.4257 0.0032 -0.4050
H -1.468 -0.307 2.069 0.3054 -0.2286 0.3555
H -0.521 1.954 0.506 -0.3128 -0.0426 0.3253
H 1.047 2.212 2.005 0.0680 0.0089 -0.1101
H 0.517 0.718 2.768 0.0166 -0.2132 -0.0376
H -0.166 2.240 3.252 -0.0909 0.1850 0.3433
H -0.471 0.289 -3.278 0.5057 0.1483 -0.0028
H 0.542 -0.638 -2.401 -0.1914 1.6950 -1.2463
O 0.420 0.331 -2.888 -0.6454 -0.6956 -0.1176
H 1.411 2.178 -0.848 -0.7273 0.1076 -0.2737
H 0.396 1.432 -1.783 0.2859 0.6823 0.0290
O 0.463 2.154 -1.083 0.9256 0.0254 0.0632
```
Positions in Å, forces in eV/Å.

=====

Entry 2:
Below is 2 unconnected molecules or ions with the total composition C5H17N3, with properties calculated with ωB97M-V with the def2-TZVPD basis set.

Properties
ΔE to the lowest compared entry with this formula, charge and spin, kJ/mol: 0.0
HOMO level (spin up / spin down), hartree: -0.448 / -0.447
Total charge: +1
Spin multiplicity: 2
LUMO (spin up / spin down), eV: -2.97 / -7.61
Kohn-Sham gap (spin up / spin down), eV: 9.2 / 4.6
<S²>: 0.754
Electronic energy, eV: -9922.0984

The geometry in XYZ format:
```
25
Properties=species:S:1:pos:R:3:forces:R:3
C 1.608 -2.373 -0.809 0.2593 -0.1673 -0.0993
N 2.127 -1.013 -0.723 -0.5047 0.1670 0.2315
C 1.260 -0.036 -1.381 -0.0182 -0.1190 -0.0032
N 1.289 -0.053 -2.820 0.1383 -0.1350 -0.0055
H 2.354 -3.079 -0.449 -0.0026 0.0238 0.0743
H 0.675 -2.552 -0.254 -0.0636 0.1334 -0.0149
H 1.432 -2.628 -1.852 -0.0351 -0.0198 -0.0672
H 2.171 -0.749 0.257 0.3566 -0.0555 -0.0461
H 1.570 0.959 -1.051 0.0170 -0.0189 0.0697
H 0.204 -0.187 -1.088 0.0373 0.0203 0.0021
H 2.253 0.012 -3.132 -0.0517 0.0912 -0.0541
H 0.926 -0.926 -3.183 -0.0532 0.0586 -0.0285
C -0.952 2.309 1.112 0.9484 -0.0272 -0.8033
N -1.057 0.859 1.079 -1.8375 0.6540 1.1118
C -0.946 0.230 2.384 1.0536 -0.3880 -0.2314
C -2.137 0.349 0.250 0.5312 -0.6314 -0.3484
H 0.010 2.609 1.520 -0.0220 -0.0429 0.2037
H -1.760 2.673 1.747 -0.0970 0.0686 0.1353
H -1.040 2.727 0.111 -0.1637 -0.0981 -0.0062
H -0.600 -0.800 2.285 -0.1474 -0.0715 -0.1397
H -0.231 0.767 2.996 -0.0547 0.1402 0.1025
H -1.935 0.217 2.845 -0.1337 0.0628 0.0143
H -2.311 -0.702 0.473 0.0028 0.0541 0.0239
H -1.885 0.447 -0.803 -0.0665 0.2337 -0.0524
H -3.024 0.939 0.486 -0.0929 0.0670 -0.0691
```
Positions in Å, forces in eV/Å.

=====

Entry 3:
Below is 3 unconnected molecules or ions with the total composition C5H17NO2, with properties calculated with ωB97M-V with the def2-TZVPD basis set.

Properties
ΔE to the lowest compared entry with this formula, charge and spin, kJ/mol: 88.6
HOMO level, hartree: -0.318
Structure (SMILES): CCCNCC.O.O
LUMO, eV: 0.54
Kohn-Sham gap, eV: 9.2
Electronic energy, eV: -11045.3380

The geometry in XYZ format:
```
25
Properties=species:S:1:pos:R:3:forces:R:3
C -0.247 -1.085 -2.226 -0.0194 0.6307 0.3381
C 0.902 -1.374 -1.247 0.1068 0.2393 -0.1374
C 1.424 -0.161 -0.476 -0.1087 -0.1384 0.8507
N 0.479 0.448 0.471 -0.1930 0.0353 -0.2262
C -0.458 1.487 -0.026 0.2035 -0.6029 0.5029
C -1.926 1.028 -0.150 0.6452 -0.1218 -0.3896
H -1.192 -1.563 -1.962 0.1534 -0.1641 -0.0887
H -0.455 -0.010 -2.208 -0.0294 -0.1515 -0.0844
H 0.018 -1.313 -3.253 -0.0269 -0.2691 -0.0789
H 1.746 -1.819 -1.767 0.1695 -0.0628 -0.2000
H 0.655 -2.113 -0.483 -0.2790 -0.1458 -0.0260
H 2.261 -0.522 0.136 0.0763 0.0906 -0.1677
H 1.831 0.631 -1.102 -0.0985 -0.0215 -0.2649
H -0.041 -0.285 0.948 0.0375 0.1817 -0.0769
H -0.069 1.866 -0.973 -0.0428 0.0496 0.0983
H -0.422 2.296 0.715 -0.0813 0.1853 -0.3751
H -2.379 1.504 -1.022 -0.2854 0.1505 0.2915
H -2.446 1.254 0.771 -0.3857 0.1605 0.0291
H -2.004 -0.049 -0.305 0.1103 0.0624 0.0149
O 2.097 2.231 2.622 -0.0576 0.0438 0.0226
H 2.297 1.292 2.684 0.0415 -0.0200 0.0075
H 1.377 2.238 1.981 0.0549 -0.0917 -0.0577
O -1.898 -2.323 0.744 -0.0468 0.2051 -0.0754
H -2.178 -2.776 1.543 0.0725 -0.1001 0.0219
H -1.073 -2.730 0.467 -0.0169 -0.1451 0.0714
```
Positions in Å, forces in eV/Å.

=====

Entry 4:
Below is 3 unconnected molecules or ions with the total composition C5H17NO2, with properties calculated with ωB97M-V with the def2-TZVPD basis set.

Properties
ΔE to the lowest compared entry with this formula, charge and spin, kJ/mol: 72.4
HOMO level, hartree: -0.339
Structure (SMILES): CCNC(C)C.O.O
LUMO, eV: 0.79
Kohn-Sham gap, eV: 10.0
Electronic energy, eV: -11045.5067

The geometry in XYZ format:
```
25
Properties=species:S:1:pos:R:3:forces:R:3
C 0.489 -1.074 -2.365 -0.4044 0.1001 -0.2299
C 0.270 0.262 -1.673 -0.4314 0.1638 0.6645
N -0.381 0.083 -0.346 1.7502 0.4461 -0.3000
C -0.193 1.257 0.535 -1.5742 0.3823 0.5766
C -1.327 2.309 0.286 -0.0732 -0.4475 0.2203
C -0.176 0.666 1.957 0.1335 0.1822 -0.8599
H 1.356 -1.076 -3.023 0.0827 0.0473 0.0866
H 0.569 -1.862 -1.623 0.2988 -0.0915 -0.0385
H -0.376 -1.324 -2.984 -0.0117 -0.0439 0.0120
H -0.310 0.952 -2.295 -0.0273 -0.0229 -0.1690
H 1.190 0.793 -1.439 0.2687 -0.2919 -0.1881
H -1.369 -0.057 -0.427 -0.5575 -0.1318 -0.2983
H 0.719 1.821 0.369 0.4795 -0.6737 -0.3282
H -2.039 1.923 -0.445 -0.0253 -0.0200 -0.0551
H -0.964 3.252 -0.119 0.1076 0.0567 0.1297
H -1.906 2.504 1.191 0.1300 0.1313 0.0375
H -0.055 1.401 2.751 -0.1472 0.0057 0.0095
H 0.672 -0.012 1.934 0.0289 0.0319 0.5099
H -1.080 0.067 2.071 -0.1133 0.1341 0.3369
O -0.752 -2.908 0.172 -0.3512 -0.8487 0.4491
H -1.211 -3.185 0.988 0.4174 0.4376 -0.5895
H -0.512 -1.980 0.250 -0.0664 0.5556 0.1810
O 2.658 -0.996 1.240 0.5011 0.0234 0.3422
H 1.813 -1.348 0.949 -0.0813 -0.2578 0.0213
H 2.917 -1.470 2.048 -0.3342 0.1315 -0.5206
```
Positions in Å, forces in eV/Å.

=====

Entry 5:
Below is 3 unconnected molecules or ions with the total composition C5H17NO2S, with properties calculated with ωB97M-V with the def2-TZVPD basis set.

Properties
ΔE to the lowest compared entry with this formula, charge and spin, kJ/mol: 145.7
HOMO level, hartree: -0.314
Structure (SMILES): CN(C)CCCS.O.O
LUMO, eV: 0.64
Kohn-Sham gap, eV: 9.2
Electronic energy, eV: -21879.1470

The geometry in XYZ format:
```
26
Properties=species:S:1:pos:R:3:forces:R:3
C -1.248 0.470 1.005 0.5064 0.4579 -1.1921
N -0.407 -0.693 0.609 -1.0644 -1.7018 2.3325
C -1.351 -1.847 0.476 0.6425 0.1762 -1.0573
C 0.600 -0.964 1.660 1.7594 1.6870 -0.9369
C 2.031 -0.925 1.042 1.0498 -1.4719 0.4526
C 2.620 0.473 0.706 -2.1782 0.3443 -0.4104
S 2.114 0.672 -1.069 0.3361 -0.4486 -0.3977
H -1.141 0.777 2.056 0.3399 0.1071 -0.4102
H -2.325 0.355 0.870 0.0764 -0.5132 -0.2299
H -0.925 1.208 0.252 -0.2628 0.6432 0.9237
H -0.976 -2.845 0.185 0.8761 0.6078 0.2885
H -1.832 -1.520 -0.442 -1.2917 -0.3976 0.3149
H -1.967 -2.039 1.366 -0.2911 0.4378 -0.2772
H 0.456 -1.874 2.205 -0.2784 -0.8035 0.0775
H 0.624 -0.161 2.413 -0.3232 -0.1978 -0.1215
H 2.074 -1.590 0.163 -0.4151 0.5289 -0.2063
H 2.752 -1.532 1.649 -0.5014 0.9213 0.3222
H 3.669 0.615 0.913 0.2628 -0.2087 -0.2578
H 2.045 1.261 1.224 0.3862 -0.4035 0.1585
H 1.978 1.973 -1.355 0.2990 0.2240 0.5869
O -0.996 0.554 -3.391 0.7251 -0.3076 -0.6061
H -0.233 0.351 -3.973 -0.6423 0.2779 0.5016
H -1.036 -0.208 -2.810 0.0507 -0.2108 0.1694
O -2.043 2.862 -2.109 -0.6561 -0.7647 0.8897
H -2.922 2.555 -1.830 -0.0146 0.6850 -0.3452
H -1.561 2.074 -1.813 0.6089 0.3314 -0.5696
```
Positions in Å, forces in eV/Å.